DFT (the ωB97M-V functional and the def2-TZVPD basis) results for C33H35N7O2Se2Y as an isolated structure.

Structure (XYZ):
```
80
Properties=species:S:1:pos:R:3:forces:R:3
Y 0.191 0.371 0.040 0.0 -0.7 0.0
C 0.095 1.822 -4.611 -0.5 -0.4 -0.5
O 1.042 2.523 -3.799 0.6 0.6 0.4
C 0.851 2.147 -2.558 -0.9 -0.5 0.0
N -0.121 1.329 -2.309 0.8 -0.1 0.6
C -0.820 1.097 -3.586 -0.4 0.1 -0.6
C -1.076 -0.349 -3.961 -0.2 0.0 -0.1
C -1.562 -0.710 -5.152 0.1 0.5 0.7
C -1.620 -2.103 -5.549 0.2 -0.7 -0.1
C -1.190 -3.103 -4.775 0.0 0.2 -0.2
C -0.771 -2.885 -3.356 -0.3 -0.1 0.1
C -0.676 -1.387 -2.973 0.0 0.3 0.0
C 1.678 2.746 -1.496 0.6 0.5 0.0
C 2.536 3.818 -1.734 -0.2 -0.3 0.1
C 3.195 4.384 -0.650 -0.1 0.0 0.1
C 2.976 3.886 0.629 -0.2 -0.3 0.0
C 2.103 2.809 0.776 0.5 0.6 -0.3
N 1.480 2.248 -0.268 0.3 0.7 -0.1
C 1.717 2.281 2.097 -0.7 -0.5 0.3
N 0.765 1.422 2.256 0.6 -0.1 -0.9
C 0.540 1.294 3.707 -0.2 0.2 0.7
C 1.719 2.118 4.302 -0.3 -0.4 0.7
O 2.301 2.766 3.165 0.4 0.6 -0.6
C 0.494 -0.117 4.256 -0.1 0.0 0.2
C 0.480 -1.229 3.265 0.1 0.3 0.0
C 0.626 -2.690 3.762 -0.2 -0.2 0.0
C 0.844 -2.795 5.240 0.1 0.2 0.2
C 0.759 -1.735 6.048 0.2 -0.8 0.0
C 0.597 -0.381 5.562 -0.2 0.5 -0.8
H 0.647 1.126 -5.250 -0.1 0.1 0.1
H -0.433 2.543 -5.233 0.1 0.0 0.1
H -1.790 1.609 -3.512 0.1 0.0 0.0
H -1.889 0.028 -5.867 0.0 0.2 -0.2
H -1.977 -2.297 -6.547 0.0 -0.2 -0.1
H -1.191 -4.118 -5.138 -0.1 -0.2 -0.1
H -1.424 -3.477 -2.709 0.0 0.0 0.1
H -1.170 -1.187 -2.006 0.2 -0.1 -0.3
H 2.675 4.198 -2.736 0.0 0.0 0.0
H 3.854 5.227 -0.796 0.1 0.0 0.0
H 3.460 4.319 1.492 0.0 0.0 0.0
H -0.423 1.784 3.911 0.2 0.0 0.0
H 2.487 1.481 4.754 -0.2 0.1 -0.1
H 1.406 2.878 5.017 0.1 0.0 -0.1
H -0.359 -1.104 2.553 0.2 0.0 0.1
H -0.192 -3.358 3.486 -0.1 0.0 -0.1
H 1.032 -3.779 5.640 0.0 -0.1 0.1
H 0.869 -1.851 7.112 0.0 -0.2 0.2
H 0.599 0.411 6.293 0.1 0.2 0.1
N 1.625 -3.435 1.515 0.0 -0.2 -0.4
C 1.871 -2.871 2.843 0.1 0.0 0.6
C 1.826 -1.360 2.522 -0.1 0.1 0.1
N 1.646 -1.237 1.098 -0.1 -0.1 -0.6
C 1.544 -2.446 0.613 0.1 0.3 0.9
C 1.267 -2.493 -0.834 -0.1 0.3 -0.9
N 1.207 -1.317 -1.402 0.1 -0.1 0.6
C 0.845 -1.532 -2.781 -0.1 0.1 -0.2
C 0.730 -3.062 -2.987 -0.1 0.0 -0.6
N 1.004 -3.536 -1.634 0.1 -0.1 0.4
H 1.784 -4.408 1.311 0.0 0.0 -0.1
H 2.751 -3.305 3.317 0.0 0.0 -0.1
H 2.635 -0.730 2.896 -0.1 0.0 0.0
H 1.472 -0.961 -3.468 0.0 -0.1 0.0
H 1.346 -3.562 -3.732 0.1 0.0 0.1
H 1.176 -4.504 -1.423 0.0 -0.1 0.1
C -3.426 -1.486 1.833 0.0 0.1 0.1
Se -2.378 -1.153 0.219 -0.6 0.2 -0.1
C -3.487 0.295 -0.565 0.0 -0.1 0.1
C -3.615 1.529 0.310 0.3 0.1 0.1
Se -1.911 2.515 0.599 -0.6 -0.2 -0.1
C -2.117 3.784 -0.869 -0.1 0.0 0.0
H -4.440 -1.736 1.516 0.1 0.1 0.0
H -3.420 -0.624 2.496 0.0 -0.1 0.0
H -2.988 -2.348 2.331 0.0 0.0 0.0
H -4.479 -0.137 -0.734 0.2 0.0 0.0
H -3.034 0.519 -1.536 -0.1 -0.1 0.1
H -4.017 1.288 1.298 0.1 0.1 -0.2
H -4.297 2.242 -0.161 0.1 0.0 0.1
H -2.914 4.482 -0.614 0.1 -0.1 0.0
H -2.358 3.249 -1.784 0.0 0.0 0.0
H -1.184 4.329 -0.983 0.0 0.0 0.0
```
Positions in Å, forces in eV/Å.

Calculated values
- Total charge: +3
- 2S+1: 1
- Calculated total energy: -6652.68915 hartree
- E_HOMO: -0.568 Eh
- Frontier orbital gap: 0.238 hartree

***

DFT (the ωB97M-V functional and the def2-TZVPD basis) results for C28H32BeCl4F6N6O10S2 as an isolated structure.

Structure (XYZ):
```
89
Properties=species:S:1:pos:R:3:forces:R:3
N 3.782 -2.289 0.965 -0.2 1.1 -0.2
C 3.123 -1.676 -0.088 -0.6 -0.3 -1.5
N 2.784 -0.217 -0.151 -0.3 -4.9 2.5
C 1.262 -0.043 -0.002 -2.0 0.5 -0.9
C 0.479 -1.457 -0.360 0.4 0.8 -0.9
C -1.105 -1.217 -0.743 0.3 -0.5 2.0
C -2.039 -2.301 0.090 1.4 1.1 1.4
O -2.546 -1.659 1.305 -1.3 -0.6 -3.1
C 1.324 -2.078 -1.644 -1.2 0.6 -0.6
N 2.693 -2.617 -1.207 -1.6 3.3 4.0
H 4.704 -2.768 0.886 -1.5 0.1 -0.2
H 3.252 -2.324 1.879 1.0 0.7 -0.9
H 3.205 0.265 0.685 -0.1 -0.8 -1.2
H 0.971 0.315 1.071 0.8 -0.9 -1.9
H 0.980 0.804 -0.761 0.2 -1.7 1.4
H 0.476 -2.177 0.563 0.3 1.3 -1.6
H -1.401 -0.125 -0.449 0.2 -2.0 -1.0
H -1.335 -1.415 -1.885 0.7 0.6 0.7
H -1.423 -3.237 0.450 -1.2 1.8 -0.9
H -2.890 -2.721 -0.611 0.4 0.3 0.6
H -3.428 -1.216 1.085 1.7 -0.7 0.5
H 0.709 -2.962 -2.086 1.3 1.5 0.6
H 1.439 -1.224 -2.453 -0.2 -1.8 1.6
H 2.442 -3.497 -0.684 1.0 0.9 -0.7
C -0.118 0.211 7.421 -2.4 0.9 2.0
F 0.346 1.163 8.272 0.2 -1.0 -1.2
F -0.716 -0.738 8.192 0.9 0.5 -0.9
F -1.120 0.792 6.703 1.1 -0.5 0.1
S 1.185 -0.488 6.351 1.5 1.8 1.6
O 2.144 -1.081 7.282 -0.8 0.1 -1.3
O 1.693 0.657 5.596 -0.4 -1.6 0.2
N 0.258 -1.499 5.556 1.2 -0.4 -1.1
S 1.061 -2.328 4.470 0.6 -1.3 0.5
O 2.009 -3.319 4.978 -0.8 1.3 -0.6
O 1.524 -1.584 3.296 0.0 -0.1 0.0
C -0.346 -3.313 3.860 -2.8 -1.3 0.2
F -1.343 -2.534 3.356 1.3 -0.4 0.4
F -0.920 -4.059 4.843 1.1 0.9 -0.9
F -0.001 -4.182 2.870 0.4 0.8 0.4
Be -2.713 -2.394 -2.434 -0.4 0.0 0.2
C -5.429 2.737 -4.951 0.2 0.1 0.0
C -5.128 1.875 -3.898 0.2 0.0 0.0
C -3.826 1.807 -3.403 -0.3 0.0 -0.2
C -2.818 2.593 -3.972 -0.3 -0.2 0.0
C -3.115 3.437 -5.042 -0.5 -0.2 0.1
C -4.426 3.517 -5.525 -0.2 -0.2 0.1
C -2.049 4.236 -5.683 -0.3 1.0 -1.2
O -2.309 4.979 -6.619 0.2 -0.6 0.7
C -0.664 4.118 -5.182 0.6 0.2 -0.1
C 0.365 4.824 -5.816 0.2 0.0 0.1
C 1.673 4.729 -5.342 -0.3 0.0 0.0
C 1.957 3.937 -4.230 -0.3 -0.2 0.1
C 0.935 3.228 -3.600 0.2 0.2 -0.2
C -0.376 3.310 -4.083 0.4 0.0 0.1
C -1.445 2.528 -3.430 0.1 -0.2 0.2
O -1.197 1.827 -2.455 0.0 -0.3 0.2
H -6.446 2.797 -5.331 0.2 0.0 0.1
H -5.908 1.258 -3.459 0.1 0.1 -0.1
H -3.598 1.136 -2.577 0.1 0.3 -0.1
H -4.667 4.183 -6.350 0.2 -0.1 0.2
H 0.151 5.447 -6.683 -0.1 -0.2 0.2
H 2.471 5.274 -5.839 -0.2 -0.1 0.1
H 2.975 3.868 -3.856 -0.2 0.0 -0.1
H 1.164 2.608 -2.735 -0.2 0.1 -0.2
N 4.759 -1.298 5.176 0.3 0.0 -0.1
C 6.037 -1.715 5.433 -1.7 -0.1 0.8
C 6.836 -1.319 4.378 0.5 0.9 -2.0
C 6.009 -0.636 3.459 2.1 -0.5 0.0
C 4.730 -0.635 3.979 -1.2 -0.4 1.1
H 3.960 -1.455 5.778 -0.2 0.0 0.2
H 6.271 -2.257 6.339 0.0 0.1 -0.1
H 7.898 -1.503 4.285 -0.2 0.0 0.0
H 6.311 -0.191 2.520 0.0 0.0 0.2
H 3.806 -0.221 3.598 0.0 0.0 0.2
O -2.862 4.955 -1.542 0.4 -0.2 -0.2
H -2.275 4.193 -1.436 -0.2 0.2 0.1
H -2.276 5.659 -1.855 -0.2 -0.1 0.1
C 1.354 3.712 3.566 -0.3 0.5 0.8
Cl 0.204 3.099 4.776 0.3 0.4 -0.5
Cl 2.887 4.138 4.364 -0.4 -0.2 -0.3
Cl 1.643 2.440 2.354 0.1 0.0 -0.1
Cl 0.679 5.153 2.768 0.2 -0.5 0.1
C -5.020 -6.272 -3.186 -0.1 -0.4 -0.1
N -4.864 -4.952 -3.855 0.5 -0.3 -1.5
O -4.383 -4.947 -4.988 -0.7 0.4 1.9
O -5.231 -3.958 -3.221 0.9 0.0 -0.2
H -4.658 -7.052 -3.857 -0.1 0.3 0.1
H -4.429 -6.248 -2.268 -0.2 0.1 -0.1
H -6.081 -6.409 -2.971 0.2 0.1 0.1
```
Positions in Å, forces in eV/Å.

Calculated values
- Total charge: +2
- 2S+1: 1
- Calculated total energy: -5417.08770 hartree
- E_HOMO: -0.473 Eh
- Frontier orbital gap: 0.050 hartree

***

DFT (the ωB97M-V functional and the def2-TZVPD basis) results for C10H14N3 as an isolated structure.

Structure (XYZ):
```
27
Properties=species:S:1:pos:R:3:forces:R:3
C -1.605 1.457 3.294 -0.3 -0.6 -0.9
C -1.078 2.472 2.532 0.8 0.7 -0.3
C -1.374 0.275 2.529 -0.1 1.5 1.5
C -1.784 -1.038 2.620 -2.2 -2.4 0.6
C -1.476 -1.959 1.638 -2.0 -0.9 2.2
C -0.750 -1.628 0.534 2.0 -1.4 -2.2
C 0.963 -1.238 -1.918 -1.0 -1.2 -1.8
C -0.340 1.054 -1.738 1.1 0.3 0.5
C 1.787 0.560 -0.407 0.7 1.7 1.2
C 0.511 -0.019 -1.000 1.7 -1.0 -1.0
N -0.548 1.971 1.383 1.0 0.9 -0.3
N -0.637 0.723 1.486 0.5 -3.1 -3.6
N -0.243 -0.536 0.123 -1.6 4.0 4.0
H -2.229 1.583 4.143 -0.1 -0.2 0.7
H -0.858 3.528 2.733 -0.7 -0.6 0.0
H -2.566 -1.397 3.422 2.0 1.0 -1.4
H -1.918 -2.984 1.714 0.8 1.1 -0.2
H -0.365 -2.392 -0.150 -0.7 -0.4 0.1
H 1.559 -2.163 -1.499 -0.9 2.4 -0.3
H 0.084 -1.715 -2.486 0.9 0.7 1.1
H 1.505 -0.749 -2.791 -0.2 -0.7 1.4
H -0.131 0.859 -2.792 -0.1 0.8 0.0
H -0.097 2.110 -1.361 -0.2 -1.6 -0.9
H -1.383 0.875 -1.558 -0.6 -0.1 0.0
H 1.282 1.297 0.334 2.2 -0.7 -1.1
H 2.454 -0.169 0.090 -1.0 -0.1 0.3
H 2.595 1.003 -1.090 -2.0 0.0 0.4
```
Positions in Å, forces in eV/Å.

Calculated values
- Total charge: +1
- 2S+1: 1
- Calculated total energy: -553.29069 hartree
- E_HOMO: -0.482 Eh
- Frontier orbital gap: 0.287 hartree

***

DFT (the ωB97M-V functional and the def2-TZVPD basis) results for C11H12NP as an isolated structure.

Structure (XYZ):
```
25
Properties=species:S:1:pos:R:3:forces:R:3
C -3.549 1.343 0.383 -2.2 1.3 -0.7
C -2.874 0.805 1.416 0.8 -0.8 1.8
C -3.156 1.162 -0.940 -0.1 -0.8 -1.4
C -1.631 0.168 1.244 -2.0 1.1 1.3
C -1.977 0.455 -1.142 -1.4 0.1 0.5
C -1.219 0.004 -0.009 2.5 -0.9 -3.9
C 2.102 -1.593 -0.435 1.0 -1.1 -0.9
C 0.167 -0.509 -0.242 0.3 2.4 1.1
C 3.667 0.751 0.359 -2.5 -0.6 0.8
C 3.972 2.073 0.949 -2.3 1.2 -1.9
C -0.105 -2.662 -1.187 -0.6 -1.0 0.4
N 0.708 -1.618 -0.644 2.0 0.3 0.2
P 2.166 -0.020 0.367 0.6 -1.1 -1.3
H -4.477 1.900 0.596 0.4 -0.5 -0.1
H -3.342 0.773 2.400 0.3 0.5 -0.1
H -3.830 1.367 -1.865 1.3 0.1 2.0
H -1.018 -0.122 2.068 0.2 -0.3 0.5
H -1.872 0.183 -2.184 1.2 -0.2 0.1
H 2.903 -2.178 -1.033 -1.9 1.0 1.1
H 4.923 2.081 1.333 2.5 0.3 0.8
H 3.288 2.413 1.726 -0.1 -0.2 0.1
H 3.851 2.862 0.143 0.5 -0.7 0.7
H -0.391 -3.436 -0.415 0.3 0.9 -0.8
H -0.952 -2.094 -1.538 -0.7 -0.6 -0.2
H 0.384 -3.135 -2.029 0.2 -0.1 -0.1
```
Positions in Å, forces in eV/Å.

Calculated values
- Total charge: 0
- 2S+1: 1
- Calculated total energy: -822.18022 hartree
- E_HOMO (alpha / beta): -0.243 / -0.242 Eh
- Frontier orbital gap (alpha / beta): 0.232 / 0.223 hartree

***

DFT (the ωB97M-V functional and the def2-TZVPD basis) results for an isolated ion of composition CH2N2O3S2 and charge -2.

Structure (XYZ):
```
10
Properties=species:S:1:pos:R:3:forces:R:3
C 1.731 -0.752 0.032 -3.5 3.2 1.3
N 0.959 0.725 0.700 1.7 -2.6 -2.7
N -1.390 -0.344 0.463 -1.6 0.0 0.7
O 0.894 -1.552 -0.302 0.2 -1.2 -0.5
O -0.991 2.103 0.539 -0.7 0.0 -0.6
O -0.545 0.837 -1.533 0.6 0.2 -0.4
S 3.376 -0.789 0.030 1.9 0.0 0.1
S -0.385 0.914 -0.083 0.9 0.6 2.4
H -2.332 -0.003 0.290 -0.1 0.2 0.1
H -1.318 -1.139 -0.137 0.7 -0.5 -0.4
```
Positions in Å, forces in eV/Å.

Calculated values
- SMILES: N[S@](=O)([O-])=NC([O-])=S
- Total charge: -2
- 2S+1: 1
- Calculated total energy: -1170.86542 hartree
- E_HOMO: 0.008 Eh
- Frontier orbital gap: 0.210 hartree

***

DFT (the ωB97M-V functional and the def2-TZVPD basis) results for a 2-piece molecular cluster, C8H8Cl2OS overall.

Structure (XYZ):
```
20
Properties=species:S:1:pos:R:3:forces:R:3
C -0.193 1.622 -1.884 0.0 -0.5 -2.1
C -0.739 2.331 -0.914 -0.4 0.0 -0.4
C -1.260 0.033 -0.551 0.1 -0.8 2.0
C 0.010 0.180 -1.346 0.8 -0.7 -3.2
C -0.944 1.362 0.251 2.0 -0.9 -0.8
C 1.015 0.422 -0.272 2.3 -0.3 1.5
C 0.476 1.077 0.781 -0.4 -1.8 -1.5
C 0.394 -2.838 1.936 2.2 1.0 0.0
O 2.712 -2.522 0.762 0.1 0.1 -0.2
S 1.839 -1.964 1.796 -1.9 -1.4 0.1
Cl -0.013 -4.175 0.993 0.0 0.0 -0.2
Cl -0.613 -2.398 3.226 -0.4 0.2 0.2
H 0.059 1.830 -2.950 -0.1 0.3 1.2
H -0.975 3.388 -0.874 0.0 -0.2 -0.1
H -2.187 0.281 -1.074 0.1 -1.0 -0.2
H -1.176 -1.001 0.038 -0.8 2.4 -0.9
H 0.285 -0.676 -2.170 -0.6 2.3 2.1
H -1.634 1.709 0.906 -2.2 0.8 2.2
H 2.092 0.202 -0.448 -0.9 -0.1 0.5
H 0.852 1.136 1.793 0.1 0.7 -0.2
```
Positions in Å, forces in eV/Å.

Calculated values
- Total charge: 0
- 2S+1: 1
- Calculated total energy: -1703.28324 hartree
- E_HOMO: -0.311 Eh
- Frontier orbital gap: 0.287 hartree